DFT (ωB97M-V/def2-TZVPD) results for a structure of composition C42H28F12NO2PW at a distorted geometry.

* multiplicity: 3
* gap between HOMO and LUMO (alpha / beta): 6.38 / 7.24 eV
* <S²>: 2.02
* LUMO (alpha / beta): -0.65 / -0.76 eV
* net charge: 0

Element x y z (Å)
W: 0.56483 1.08808 -0.60847
P: -0.68628 0.08727 1.35323
F: 3.67882 -0.76318 -3.06506
F: -2.80694 2.12345 -0.88557
F: -1.17140 3.09480 -4.14227
F: 4.05830 1.19011 -3.89508
F: 4.26618 2.32578 -0.08463
F: -3.93951 0.79198 -2.13298
F: 2.06196 0.43459 -3.85971
F: -3.44340 2.77633 -2.82082
F: 5.36223 1.00966 -1.43126
F: -0.39386 1.19497 -4.81231
F: -2.51017 1.58912 -4.95583
F: 4.52301 2.89167 -2.13038
O: -0.55420 1.76489 -2.01620
O: 1.98201 2.08393 -1.70744
N: 0.56289 -0.60722 -1.68911
C: -4.19802 2.06352 2.12653
C: -1.82868 -3.44012 3.20558
C: -0.75072 -1.60830 2.06675
C: -1.40349 -3.05659 -3.64737
C: 0.43040 1.40621 5.09993
C: 3.73780 -1.63941 0.80542
C: 4.77950 -1.95244 1.84986
C: 1.11409 2.54920 4.79092
C: -0.11721 0.60917 4.07361
C: 0.82450 2.10536 2.40717
C: -3.60793 -2.88506 -4.87526
C: -1.52769 -0.36623 -2.89719
C: -2.43872 0.59041 1.40522
C: -1.41652 1.78487 -4.19092
C: 3.56529 -0.36996 0.32659
C: 1.05096 2.40113 1.02165
C: 2.97067 1.13032 -1.69637
C: -0.60392 -4.06239 3.39318
C: 2.61817 -0.03213 -0.67915
C: -2.96977 1.71950 -2.14346
C: -0.40228 -2.50288 -2.87260
C: 1.92502 -2.39348 -0.61592
C: 1.97511 4.13952 3.09379
C: 1.68491 3.60306 0.75661
C: 2.95658 -2.66021 0.23600
C: 4.30733 1.84270 -1.34215
C: 1.66948 -1.07607 -1.05618
C: 3.18154 0.49016 -3.15443
C: -3.35707 -0.11113 0.62583
C: -2.86093 1.68854 2.14493
C: -1.90644 -2.21594 2.55107
C: -4.69251 0.25697 0.61921
C: 1.31310 2.93780 3.44463
C: 0.06756 0.96165 2.76352
C: 2.12196 4.47346 1.77972
C: 0.55523 -3.44365 2.94467
C: -0.44556 -1.17329 -2.45859
C: -1.58691 1.18352 -2.74662
C: -5.11422 1.34613 1.37146
C: -2.49366 -2.30197 -4.04496
C: 0.47600 -2.22337 2.29441
C: -2.51584 -0.96406 -3.67396
H: 2.61650 5.39935 1.50820
H: 1.88265 3.88434 -0.26717
H: 5.71692 -2.27398 1.38861
H: -3.85987 -2.22571 -5.70746
H: -2.14522 2.24819 2.73557
H: 3.13982 -3.69030 0.52916
H: 1.51090 3.18190 5.57936
H: 4.23633 0.39447 0.68502
H: -1.32350 -4.09446 -3.95263
H: -2.86855 -1.74173 2.43404
H: -6.15545 1.64507 1.35846
H: 4.44396 -2.75407 2.50946
H: 2.35400 4.78356 3.88126
H: -5.40150 -0.29519 0.01246
H: 1.28728 -3.20134 -0.93816
H: -4.51331 -3.02162 -4.27761
H: -3.33652 -0.36487 -4.03564
H: -0.69831 -0.26805 4.33394
H: 0.29053 1.11469 6.13409
H: 0.45561 -3.10728 -2.62095
H: 1.52115 -3.90737 3.11183
H: -3.32743 -3.85741 -5.28141
H: -3.02544 -0.94729 0.01632
H: 1.37549 -1.70687 2.00087
H: 4.99139 -1.07598 2.46089
H: -2.73438 -3.90245 3.57913
H: -4.52481 2.92151 2.70208
H: -0.54982 -5.01783 3.90108

Löwdin charges, unit e, in atom order: 1.619 1.047 0.150 0.152 0.176 0.156 0.141 0.140 0.173 0.164 0.161 0.175 0.147 0.179 -0.241 -0.221 -0.089 -0.067 -0.073 -0.327 -0.031 -0.069 -0.265 -0.035 -0.027 -0.069 -0.210 -0.044 -0.051 -0.365 -0.552 0.022 -0.242 -0.316 -0.079 -0.169 -0.517 -0.002 -0.009 -0.035 -0.110 -0.032 -0.557 -0.283 -0.522 -0.140 -0.068 -0.076 -0.085 -0.168 -0.325 -0.069 -0.069 -0.184 -0.237 -0.073 -0.257 -0.106 0.005 0.107 0.091 0.087 0.082 0.109 0.127 0.114 0.120 0.115 0.096 0.106 0.074 0.112 0.111 0.103 0.083 0.121 0.111 0.104 0.095 0.105 0.075 0.118 0.087 0.083 0.106 0.107 0.105